# 1
The following is a DFT calculation (ωB97M-V/def2-TZVPD) of a structure of composition C5H9NS2 in a non-equilibrium geometry.

Summary:
Orbital gap in eV: 8.3
HOMO level in eV: -8.70
Net charge: 0
Relative energy (zero: lowest compared OMol25 entry of this formula, charge and spin) in kJ/mol: 464.73
2S+1: 1

Cartesian coordinates (Å):
1 C 0.160 -1.339 0.370
2 C -0.244 -0.062 0.893
3 C 0.619 1.122 0.875
4 C -0.239 0.647 -1.286
5 C -0.866 -0.449 -0.396
6 H 2.346 -1.820 0.672
7 H -0.369 -2.233 0.693
8 H -0.947 0.059 1.615
9 H 0.185 2.032 1.362
10 H 1.688 0.861 1.339
11 H 1.726 0.515 -0.678
12 H -1.136 1.316 -1.217
13 H 0.083 0.092 -2.107
14 H -3.070 0.518 -1.051
15 N 0.921 1.285 -0.594
16 S 1.691 -1.600 -0.395
17 S -2.548 -0.944 -0.095

=====

# 2
The following is a DFT calculation (ωB97M-V/def2-TZVPD) of a structure of composition C18H45N3O6Ti in a non-equilibrium geometry.

Summary:
Orbital gap (spin up / spin down) in eV: 4.5 / 3.5
HOMO level (spin up / spin down) in eV: -9.57 / -13.72
Net charge: +2
⟨S²⟩: 6.007
2S+1: 5

Cartesian coordinates (Å):
1 Ti -1.076 0.338 0.219
2 C -5.613 -2.328 -1.290
3 O -4.846 -2.439 -0.134
4 C -4.546 -1.229 0.500
5 C -3.421 -1.534 1.608
6 N -2.213 -1.790 0.795
7 C -1.049 -2.229 1.630
8 C 0.103 -2.611 0.809
9 O 0.509 -1.481 -0.072
10 C 1.297 -2.017 -1.140
11 H -5.129 -1.771 -2.093
12 H -6.537 -1.815 -1.023
13 H -5.910 -3.315 -1.643
14 H -5.420 -1.078 1.133
15 H -4.473 -0.291 -0.050
16 H -3.804 -2.385 2.171
17 H -3.251 -0.608 2.158
18 H -2.469 -2.526 0.152
19 H -1.260 -3.094 2.260
20 H -0.896 -1.414 2.338
21 H -0.219 -3.455 0.200
22 H 0.898 -2.899 1.497
23 H 0.743 -2.625 -1.856
24 H 2.100 -2.677 -0.811
25 H 1.636 -1.227 -1.810
26 C 7.212 -2.313 -1.355
27 O 5.891 -1.976 -0.901
28 C 5.901 -0.627 -0.514
29 C 4.557 -0.418 0.173
30 N 4.620 0.833 0.933
31 C 3.703 1.884 0.422
32 C 2.183 1.639 0.708
33 O 1.280 1.242 -0.237
34 C 1.415 1.771 -1.578
35 H 7.361 -2.049 -2.402
36 H 7.303 -3.399 -1.330
37 H 7.885 -1.820 -0.653
38 H 5.990 0.083 -1.336
39 H 6.715 -0.389 0.170
40 H 4.426 -1.220 0.899
41 H 3.663 -0.575 -0.431
42 H 4.462 0.694 1.920
43 H 3.790 2.200 -0.618
44 H 4.013 2.789 0.945
45 H 1.941 2.611 1.137
46 H 2.103 1.006 1.592
47 H 2.383 1.465 -1.975
48 H 1.440 2.854 -1.695
49 H 0.510 1.644 -2.173
50 C -1.493 0.135 -3.291
51 O -2.334 0.358 -2.194
52 C -3.153 1.570 -2.261
53 C -2.457 2.628 -1.322
54 N -2.613 2.099 0.091
55 C -1.840 2.891 1.025
56 C -1.927 2.276 2.479
57 O -1.158 1.029 2.613
58 C -0.725 0.910 3.978
59 H -0.969 0.983 -3.732
60 H -1.923 -0.240 -4.220
61 H -0.837 -0.711 -3.085
62 H -4.221 1.414 -2.109
63 H -3.024 1.949 -3.275
64 H -2.868 3.626 -1.478
65 H -1.429 2.661 -1.681
66 H -3.570 2.364 0.274
67 H -2.345 3.852 1.125
68 H -0.825 2.986 0.640
69 H -2.944 2.182 2.860
70 H -1.523 2.944 3.240
71 H -0.352 -0.072 4.269
72 H -1.500 1.171 4.700
73 H 0.134 1.568 4.105

=====

# 3
The following is a DFT calculation (ωB97M-V/def2-TZVPD) of a cluster of 6 separate species, C20H57N4O8 in total in a non-equilibrium geometry.

Summary:
Orbital gap in eV: 9.4
HOMO level in eV: -11.43
Net charge: +1
Relative energy (zero: lowest compared OMol25 entry of this formula, charge and spin) in kJ/mol: 353.73
2S+1: 1

Cartesian coordinates (Å):
1 N 0.375 1.180 -0.856
2 H 1.216 1.475 -0.773
3 H -0.259 1.902 -0.988
4 H 0.219 0.992 0.122
5 H 0.199 0.480 -1.613
6 C -2.298 4.624 -1.611
7 O -1.092 4.356 -2.176
8 H -2.502 4.947 -0.600
9 H -2.720 3.711 -1.743
10 H -2.873 5.434 -2.267
11 H -1.132 4.674 -3.218
12 C 2.199 1.602 -4.212
13 O 2.507 2.265 -2.989
14 H 1.366 0.998 -3.994
15 H 2.996 0.922 -4.621
16 H 1.905 2.192 -4.869
17 H 2.944 3.177 -3.378
18 C -1.082 -3.074 -6.018
19 O -0.358 -2.100 -5.094
20 C -1.304 -1.131 -4.580
21 C -1.692 -1.307 -3.199
22 N -2.342 -0.206 -2.618
23 C -3.066 -0.851 -1.475
24 C -3.558 0.283 -0.492
25 O -2.399 1.114 -0.053
26 C -2.644 2.102 0.888
27 H -0.421 -3.980 -6.233
28 H -1.105 -2.793 -6.952
29 H -2.054 -3.244 -5.631
30 H -2.348 -1.124 -5.270
31 H -0.841 -0.154 -4.639
32 H -0.960 -1.759 -2.710
33 H -2.254 -2.365 -2.942
34 H -3.012 0.338 -3.336
35 H -2.605 -1.601 -1.006
36 H -3.966 -1.165 -1.746
37 H -3.995 -0.112 0.311
38 H -4.109 0.817 -1.164
39 H -2.815 1.708 1.780
40 H -3.431 2.745 0.609
41 H -1.700 2.785 0.620
42 C 3.960 1.966 1.034
43 O 2.545 1.639 1.375
44 C 2.256 1.834 2.671
45 C 0.801 1.434 2.969
46 N 0.632 1.652 4.367
47 C -0.652 1.270 4.958
48 C -1.392 0.064 4.507
49 O -2.595 -0.278 5.233
50 C -2.483 -0.872 6.461
51 H 4.084 2.934 0.941
52 H 3.800 1.550 -0.054
53 H 4.716 1.325 1.409
54 H 2.559 2.806 2.701
55 H 2.797 1.250 3.267
56 H 0.553 0.588 2.685
57 H 0.197 2.018 2.142
58 H 1.058 0.724 4.835
59 H -1.289 2.098 5.105
60 H -0.239 1.333 6.001
61 H -0.688 -0.773 4.433
62 H -1.610 0.112 3.455
63 H -1.699 -0.476 6.989
64 H -2.030 -1.928 6.405
65 H -3.292 -0.850 7.111
66 C 5.432 -2.344 -1.664
67 O 4.827 -1.037 -1.470
68 C 3.430 -1.190 -1.396
69 C 2.929 -1.622 -0.067
70 N 1.455 -1.703 -0.017
71 C 1.018 -2.113 1.302
72 C -0.541 -2.134 1.399
73 O -0.937 -2.837 2.611
74 C -2.320 -2.875 2.793
75 H 6.442 -2.542 -1.862
76 H 4.897 -3.077 -2.233
77 H 5.629 -2.671 -0.594
78 H 2.960 -1.867 -2.208
79 H 2.939 -0.291 -1.393
80 H 3.385 -0.925 0.876
81 H 3.571 -2.586 0.245
82 H 0.995 -2.265 -0.777
83 H 1.396 -1.653 2.100
84 H 1.269 -3.172 1.295
85 H -0.908 -2.358 0.439
86 H -0.860 -1.179 1.530
87 H -2.681 -3.842 2.296
88 H -2.888 -1.817 2.631
89 H -2.421 -3.173 3.906

=====

# 4
The following is a DFT calculation (ωB97M-V/def2-TZVPD) of the ion C5H11I3NSi with charge +1 in a non-equilibrium geometry.

Summary:
Orbital gap in eV: 9.2
HOMO level in eV: -13.11
Net charge: +1
2S+1: 1

Cartesian coordinates (Å):
1 C -2.093 -0.330 -0.311
2 N -0.810 0.138 0.300
3 C -0.665 1.601 0.189
4 C 0.733 1.894 -0.306
5 C 1.482 0.497 -0.173
6 C 0.389 -0.578 -0.273
7 Si 0.949 -2.331 0.337
8 I 0.943 -1.790 2.740
9 I -0.813 -3.860 -0.375
10 I 3.185 -2.986 -0.449
11 H -2.238 0.226 -1.290
12 H -2.018 -1.442 -0.279
13 H -2.810 0.244 0.315
14 H -0.560 -0.203 1.289
15 H -0.880 1.986 1.164
16 H -1.361 1.852 -0.510
17 H 1.281 2.653 0.311
18 H 0.653 2.271 -1.345
19 H 2.340 0.281 -0.830
20 H 1.910 0.495 0.821
21 H 0.384 -0.616 -1.325

=====

# 5
The following is a DFT calculation (ωB97M-V/def2-TZVPD) of a structure of composition C16H43BeNO8 in a non-equilibrium geometry.

Summary:
Orbital gap (spin up / spin down) in eV: 5.6 / 4.4
HOMO level (spin up / spin down) in eV: -3.31 / -3.29
Net charge: -1
⟨S²⟩: 0.763
Relative energy (zero: lowest compared OMol25 entry of this formula, charge and spin) in kJ/mol: 0.00
2S+1: 2

Cartesian coordinates (Å):
1 Be 4.191 0.706 1.538
2 O 2.218 -1.859 -3.002
3 C 1.992 -0.450 -2.970
4 C 1.750 0.277 -1.549
5 O 2.738 0.323 -0.537
6 H 1.116 -0.212 -3.573
7 H 2.783 0.061 -3.519
8 H 0.934 -0.157 -0.971
9 H 1.307 1.236 -1.815
10 C -2.312 -1.695 2.762
11 C -1.549 -0.478 3.321
12 C -0.539 -0.119 2.110
13 C -1.357 0.408 0.905
14 C -2.263 1.630 1.340
15 C -3.179 1.441 2.530
16 N -2.508 0.658 3.647
17 O -3.341 0.391 4.681
18 C -3.396 2.793 3.077
19 C -4.545 0.882 1.873
20 C -0.668 -0.762 4.567
21 H -3.107 -1.952 3.463
22 H -1.675 -2.577 2.694
23 H -2.743 -1.566 1.769
24 H 0.212 0.600 2.438
25 H -0.047 -1.007 1.714
26 H -2.022 -0.235 0.329
27 H -0.740 0.722 0.063
28 H -2.868 2.016 0.520
29 H -1.559 2.461 1.291
30 H -3.695 3.572 2.376
31 H -4.088 2.624 3.901
32 H -2.469 3.087 3.569
33 H -4.915 1.655 1.198
34 H -4.490 -0.041 1.295
35 H -5.322 0.696 2.614
36 H -1.289 -1.027 5.423
37 H -0.286 0.157 5.012
38 H -0.022 -1.634 4.470
39 H -2.772 0.512 5.444
40 C 0.049 -3.352 -0.036
41 O 1.251 -3.883 -0.667
42 H -0.618 -4.196 0.140
43 H 0.394 -2.865 0.876
44 H -0.512 -2.714 -0.719
45 H 0.867 -4.087 -1.522
46 C 1.866 -0.911 -6.656
47 O 2.154 -2.182 -5.979
48 H 2.145 -0.061 -6.033
49 H 2.303 -0.704 -7.632
50 H 0.787 -0.837 -6.794
51 H 1.874 -2.151 -5.061
52 C 5.543 2.742 -2.570
53 O 5.640 1.525 -1.917
54 H 5.824 2.593 -3.613
55 H 4.522 3.123 -2.559
56 H 6.137 3.494 -2.050
57 H 4.761 1.264 -1.633
58 C 1.958 3.455 2.065
59 O 2.213 2.099 1.702
60 H 1.108 3.418 2.746
61 H 2.820 3.936 2.528
62 H 1.874 4.113 1.200
63 H 1.524 1.800 1.104
64 C -1.375 -3.240 -3.487
65 O -0.010 -3.470 -3.431
66 H -1.474 -2.700 -4.429
67 H -2.006 -4.126 -3.424
68 H -1.686 -2.499 -2.751
69 H 0.593 -2.723 -3.393

=====

# 6
The following is a DFT calculation (ωB97M-V/def2-TZVPD) of a structure of composition C36H64BeBr6Cl2F3N6O9 in a non-equilibrium geometry.

Summary:
Orbital gap in eV: 1.1
HOMO level in eV: -9.28
Net charge: +1
2S+1: 1

Cartesian coordinates (Å):
1 C 5.599 -3.745 -3.903
2 C 5.234 -3.519 -2.435
3 C 4.265 -4.559 -1.888
4 N 2.853 -4.366 -2.330
5 C 2.271 -3.156 -2.057
6 N 1.831 -2.437 -3.094
7 N 1.212 -1.269 -3.072
8 C 1.030 -0.726 -1.893
9 C 0.301 0.596 -1.942
10 C 1.070 1.818 -1.421
11 C 0.129 2.970 -1.075
12 F 0.844 4.085 -0.792
13 Br -0.956 2.576 0.492
14 C -0.834 3.309 -2.256
15 F -0.223 3.136 -3.425
16 F -1.956 2.609 -2.233
17 Br -1.356 5.224 -2.139
18 C 1.478 -1.373 -0.706
19 C 1.302 -0.693 0.624
20 C 2.629 -0.112 1.180
21 C 3.179 -0.891 2.361
22 Br 4.035 0.042 -0.203
23 C 2.079 -2.609 -0.763
24 C 2.518 -3.371 0.452
25 C 1.923 -4.806 0.509
26 C 1.083 -4.996 1.778
27 C -0.341 -4.495 1.624
28 O -0.999 -5.226 0.594
29 H 4.768 -3.504 -4.570
30 H 6.468 -3.154 -4.180
31 H 5.864 -4.794 -4.048
32 H 4.897 -2.495 -2.253
33 H 6.153 -3.632 -1.855
34 H 4.556 -5.536 -2.274
35 H 4.349 -4.632 -0.811
36 H 2.867 -4.473 -3.341
37 H 1.973 -2.807 -4.027
38 H 0.099 0.753 -3.003
39 H -0.664 0.478 -1.446
40 H 1.770 2.222 -2.157
41 H 1.617 1.605 -0.508
42 H 0.952 -1.462 1.311
43 H 0.514 0.053 0.562
44 H 2.453 0.918 1.466
45 H 3.896 -1.663 2.008
46 H 2.397 -1.392 2.928
47 H 3.763 -0.234 2.999
48 H 2.155 -2.865 1.337
49 H 3.605 -3.388 0.523
50 H 2.705 -5.561 0.494
51 H 1.247 -4.970 -0.328
52 H 1.028 -6.065 1.989
53 H 1.531 -4.493 2.638
54 H -0.388 -3.414 1.442
55 H -0.869 -4.674 2.566
56 H -1.622 -4.646 0.152
57 Cl 5.252 -2.973 2.859
58 Be 2.103 0.614 -4.564
59 Cl -2.748 6.333 -4.018
60 C -3.863 3.851 -8.047
61 C -3.120 2.535 -8.028
62 O -2.817 1.942 -9.046
63 N -2.796 2.024 -6.806
64 C -3.077 2.588 -5.501
65 H -4.047 4.121 -9.082
66 H -4.818 3.766 -7.526
67 H -3.273 4.638 -7.575
68 H -2.304 1.146 -6.856
69 H -2.139 2.759 -4.967
70 H -3.688 1.890 -4.925
71 H -3.612 3.527 -5.583
72 Br 3.781 3.804 -4.361
73 C 3.803 5.402 -3.247
74 C 4.847 5.295 -2.167
75 Br 4.276 4.090 -0.750
76 H 2.801 5.522 -2.846
77 H 4.025 6.227 -3.920
78 H 5.005 6.259 -1.689
79 H 5.792 4.915 -2.540
80 C 1.862 2.105 5.185
81 C 1.627 2.323 6.496
82 C 0.386 1.793 7.170
83 O 0.257 1.998 8.359
84 C -0.583 1.061 6.375
85 C -0.340 0.859 5.075
86 C 0.915 1.360 4.413
87 O 1.058 1.085 3.223
88 O -1.161 0.199 4.260
89 O 2.450 2.991 7.265
90 H 2.752 2.470 4.692
91 H -1.476 0.701 6.867
92 H -0.719 0.210 3.389
93 H 2.083 2.974 8.173
94 Br 2.300 0.343 9.285
95 C 2.724 -2.730 7.834
96 C 1.323 -2.750 7.372
97 O 0.841 -2.407 6.349
98 N 0.316 -3.280 8.413
99 C 0.080 -4.753 8.256
100 H 3.287 -2.068 7.183
101 H 2.722 -2.322 8.847
102 H 3.196 -3.716 7.819
103 H 0.632 -3.057 9.360
104 H -0.549 -2.777 8.204
105 H -0.569 -5.082 9.063
106 H 1.033 -5.269 8.312
107 H -0.398 -4.917 7.296
108 C -9.130 2.050 -3.732
109 C -8.426 1.961 -5.083
110 C -6.902 1.825 -4.985
111 O -6.209 3.011 -4.641
112 C -6.221 3.346 -3.267
113 N -8.833 3.104 -5.902
114 H -9.053 3.047 -3.299
115 H -10.191 1.836 -3.853
116 H -8.720 1.331 -3.020
117 H -8.784 1.054 -5.579
118 H -6.525 1.553 -5.975
119 H -6.622 1.012 -4.300
120 H -6.186 2.451 -2.637
121 H -7.096 3.944 -3.003
122 H -5.334 3.951 -3.074
123 H -8.478 2.991 -6.847
124 H -8.354 3.930 -5.552
125 O -1.140 -0.308 10.414
126 H -0.964 -0.252 11.358
127 H -0.550 0.355 10.026

=====

# 7
The following is a DFT calculation (ωB97M-V/def2-TZVPD) of the molecule C17H16ClNO3.

Summary:
Orbital gap in eV: 9.0
HOMO level in eV: -8.32
Net charge: 0
Relative energy (zero: lowest compared OMol25 entry of this formula, charge and spin) in kJ/mol: 121.42
2S+1: 1

Cartesian coordinates (Å):
1 C -3.604 -1.750 -1.950
2 O -3.615 -0.518 -1.247
3 C -2.458 -0.215 -0.567
4 C -1.829 0.984 -0.875
5 C -0.660 1.366 -0.234
6 C -0.080 0.524 0.716
7 C -0.729 -0.649 1.050
8 C -1.922 -1.025 0.444
9 O -2.506 -2.207 0.850
10 C -3.797 -2.070 1.419
11 C 1.252 0.918 1.312
12 C 2.344 0.324 0.442
13 C 3.038 1.058 -0.510
14 C 4.000 0.451 -1.301
15 C 4.286 -0.895 -1.161
16 C 3.594 -1.625 -0.209
17 Cl 3.934 -3.309 -0.008
18 C 2.634 -1.029 0.587
19 C 1.317 2.438 1.449
20 C 0.918 3.183 0.192
21 O 1.378 4.255 -0.134
22 N -0.053 2.576 -0.545
23 H -3.342 -2.593 -1.308
24 H -4.613 -1.880 -2.337
25 H -2.895 -1.706 -2.784
26 H -2.272 1.613 -1.632
27 H -0.325 -1.303 1.807
28 H -3.742 -1.523 2.367
29 H -4.489 -1.552 0.751
30 H -4.152 -3.082 1.603
31 H 1.341 0.472 2.308
32 H 2.847 2.110 -0.644
33 H 4.533 1.035 -2.034
34 H 5.035 -1.371 -1.775
35 H 2.111 -1.621 1.322
36 H 2.313 2.766 1.748
37 H 0.615 2.753 2.228
38 H -0.407 3.092 -1.341

=====

# 8
The following is a DFT calculation (ωB97M-V/def2-TZVPD) of a cluster of 2 separate species, C2H3BrCl2Si in total in a non-equilibrium geometry.

Summary:
Orbital gap (spin up / spin down) in eV: 2.9 / 2.8
HOMO level (spin up / spin down) in eV: -6.64 / -6.62
Net charge: 0
Relative energy (zero: lowest compared OMol25 entry of this formula, charge and spin) in kJ/mol: 544.68
2S+1: 1

Cartesian coordinates (Å):
1 C 1.069 -0.522 1.108
2 C -0.319 -0.690 1.087
3 Si -1.315 -0.013 -0.268
4 Cl -0.514 0.902 -1.815
5 Cl 1.666 3.152 -3.808
6 Br -3.411 -0.634 -0.769
7 H 1.595 -0.717 2.054
8 H 1.775 -0.200 0.413
9 H -0.546 -1.279 1.999

=====

Q: Among the records above, which one has the highest net charge?
A: C18H45N3O6Ti